Molecular formula: C6H10N2O
Method: DFT, ωB97M-V with the def2-TZVPD basis set

Last column: Mulliken charge in e.
Atoms and positions in Å:
C1 1.663 1.724 -0.929  -0.316
C2 1.075 0.862 -0.297  -0.619
C3 0.411 -0.340 -0.081  0.305
N1 0.720 -1.557 -0.193  -0.064
N2 2.056 -1.834 -0.498  -0.643
C4 -0.943 -0.063 0.453  1.432
C5 -1.649 0.646 -0.851  -1.478
C6 -0.718 0.719 1.727  -1.288
O1 -1.544 -1.273 0.796  -0.742
H1 2.289 2.560 -1.289  0.400
H2 2.205 -2.834 -0.412  0.243
H3 2.359 -1.441 -1.394  0.221
H4 -1.227 1.610 -1.138  0.344
H5 -2.672 0.611 -0.777  0.483
H6 -1.631 -0.008 -1.783  0.310
H7 -0.802 1.788 1.657  0.353
H8 -1.154 0.230 2.740  0.300
H9 0.410 0.641 1.916  0.335
H10 -0.849 -2.041 0.353  0.424

Summary:
Total energy ... -419.19687 Eh
SMILES ... C#C/C(=N\N)C(C)(C)O
E_HOMO ... -9.10 eV